[1]
The following is a DFT calculation (wB97M-V/def2-TZVPD) of C28H28BrCl5FN3O3Sc as an isolated structure at a distorted geometry.

ORCA input file:
```
! RIJCOSX wB97M-V def2-TZVPD def2/J DEFGRID3
* xyz -1 1
Sc 0.8500 -1.5750 -0.4947
Cl 7.0814 2.8334 -0.1694
C 5.5868 1.9706 -0.0903
C 5.4917 0.6737 -0.5929
Cl 6.8691 -0.0825 -1.3040
C 4.2916 -0.0153 -0.5172
Cl 4.1261 -1.6165 -1.1038
C 3.1377 0.5466 0.0605
O 2.0153 -0.1270 0.1316
C 3.2663 1.8453 0.5755
Cl 1.8920 2.5386 1.3364
C 4.4637 2.5489 0.4941
Cl 4.5582 4.1522 1.1276
C 0.2070 -3.5624 3.6599
C 0.6578 -3.0767 2.3156
N 0.3180 -1.9355 1.8596
O -0.5073 -1.2330 2.7075
C 1.5179 -3.8966 1.4675
C 2.1480 -5.1681 1.9300
N 1.7385 -3.4256 0.2651
O 2.4811 -4.0556 -0.5449
H -0.7911 -3.1897 3.8769
H 0.8780 -3.1826 4.4356
H 0.2132 -4.6500 3.6970
H -0.6054 -0.4003 2.2374
H 2.5078 -5.0848 2.9581
H 2.9821 -5.3802 1.2659
H 1.4545 -6.0141 1.8743
C -3.8296 1.7395 1.5681
C -2.3507 1.3381 1.5312
C -1.7075 1.6404 2.8941
C -1.6060 2.0219 0.3958
C -1.5881 3.4129 0.3877
C -0.9480 4.1235 -0.6130
C -0.3440 3.4268 -1.6439
C -0.3578 2.0344 -1.6864
C 0.2327 1.3411 -2.8980
C -0.4455 1.8074 -4.1924
C 1.7466 1.5418 -2.9835
C -0.9516 1.3100 -0.6344
N -0.9155 -0.1156 -0.6282
C -2.1223 -0.7356 -0.8071
C -3.3401 -0.1259 -1.1858
C -4.5247 -0.8451 -1.2795
C -4.5715 -2.2103 -1.0241
C -3.3805 -2.8587 -0.7057
C -2.2357 -2.1182 -0.6334
F -1.0605 -2.7841 -0.3842
H -4.3451 1.2072 2.3742
H -4.3280 1.4961 0.6288
H -3.9358 2.8134 1.7487
H -2.3277 0.2644 1.3573
H -1.8934 2.6793 3.1817
H -0.6242 1.4996 2.8740
H -2.1283 0.9969 3.6729
H -2.0850 3.9561 1.1884
H -0.9279 5.2074 -0.5928
H 0.1479 3.9733 -2.4423
H 0.0391 0.2803 -2.8006
H -0.2248 2.8583 -4.4087
H -1.5315 1.6952 -4.1253
H -0.0906 1.2055 -5.0344
H 1.9945 2.6069 -3.0682
H 2.1517 1.0150 -3.8515
H 2.2462 1.1501 -2.0957
H -3.3247 0.9332 -1.4118
H -5.4336 -0.3251 -1.5662
H -5.5004 -2.7631 -1.0839
H -3.3344 -3.9286 -0.5337
Br 0.9264 -2.2032 -2.9469
*
```

Summary:
**HOMO-LUMO gap**: 7.2 eV

natural (NBO) population analysis, charges in e, atoms 1 to 8: 1.5693, 0.0273, -0.1152, -0.0677, 0.0395, -0.1447, 0.1298, 0.3947

[2]
The following is a DFT calculation (wB97M-V/def2-TZVPD) of C28H28MnN2Si as an isolated structure at a distorted geometry.

ORCA input file:
```
! RIJCOSX wB97M-V def2-TZVPD def2/J DEFGRID3
* xyz 1 5
C -2.1224 -1.2067 2.4497
C -0.8765 -1.9141 2.2555
C -0.0201 -1.6234 3.3719
H -0.6484 -2.5782 1.4228
C -0.7397 -0.7621 4.2694
C -2.0408 -0.5139 3.7170
H -2.8602 0.0375 4.1749
H -2.9869 -1.2674 1.8020
H 0.9698 -2.0564 3.5252
H -0.4066 -0.4181 5.2549
Mn -0.5390 0.2114 2.3631
C 0.5004 -0.1868 -0.4606
H 1.0070 -0.4798 0.4706
H -0.4063 0.4216 -0.2947
H 1.2452 0.3493 -1.0584
Si 0.0399 -1.7209 -2.0418
C -0.8631 -0.6468 -3.3489
C -1.6511 -1.3251 -4.3000
H -1.7281 -2.4190 -4.2703
C -2.3868 -0.5985 -5.2444
H -2.9942 -1.1130 -5.9828
C -2.3763 0.7992 -5.2420
H -2.9330 1.3801 -5.9862
C -1.6386 1.4651 -4.2697
H -1.6405 2.5561 -4.2473
C -0.8785 0.7578 -3.3234
H -0.2951 1.3183 -2.5846
C 1.7980 -2.5061 -1.9653
C 2.1224 -3.4739 -2.9485
H 1.6953 -3.3893 -3.9635
C 2.8693 -4.6128 -2.5872
H 3.0188 -5.4342 -3.2915
C 3.4025 -4.7198 -1.2903
H 3.8977 -5.6374 -0.9803
C 3.3527 -3.5943 -0.4502
H 3.9101 -3.5955 0.4799
C 2.5765 -2.4774 -0.7932
H 2.5223 -1.6259 -0.1226
H -1.0922 -1.8880 -1.0418
H -0.4237 -2.9823 -2.6793
C 2.7175 2.3596 4.0003
C 2.2686 3.6730 3.8536
C 1.1033 3.9350 3.1295
C 0.3528 2.8562 2.6308
N 0.7648 1.5578 2.8771
C 1.9472 1.3042 3.5120
C -0.8323 2.9542 1.7915
C -1.1796 4.0954 1.0484
C -1.9820 3.9441 -0.0921
C -2.5073 2.6901 -0.4211
C -2.2968 1.6158 0.4360
N -1.4784 1.7488 1.5269
H 3.6385 2.1199 4.5356
H 2.8037 4.4855 4.3341
H 0.6971 4.9364 3.0096
H 2.2364 0.2524 3.6107
H -0.7097 5.0435 1.2898
H -2.1697 4.7878 -0.7526
H -3.0515 2.4936 -1.3454
H -2.7024 0.6170 0.2369
*
```

Summary:
**HOMO-LUMO gap (alpha / beta)**: 6.5 / 6.4 eV
**⟨S²⟩**: 6.046

natural (NBO) population analysis, charges in e, atoms 1 to 8: -0.3233, -0.3317, -0.3320, 0.2632, -0.3211, -0.3350, 0.2562, 0.2462

[3]
The following is a DFT calculation (wB97M-V/def2-TZVPD) of C28H28N2OSTi as an isolated structure.

ORCA input file:
```
! RIJCOSX wB97M-V def2-TZVPD def2/J DEFGRID3
* xyz 0 1
Ti -0.3993 1.7904 -0.3526
C -1.1640 -3.8163 1.7661
C -0.0197 -4.1575 0.8072
C 0.5586 -5.5153 1.2039
C -0.5712 -4.2625 -0.6223
C 1.0247 -3.0429 0.8494
C 2.3733 -3.2933 1.1404
C 3.3281 -2.2920 1.1380
C 2.9265 -1.0018 0.8317
S 3.8681 0.4506 0.6762
C 2.4449 1.3290 0.2412
N 1.3439 0.6084 0.2399
C 1.5871 -0.7241 0.5551
C 0.6378 -1.7381 0.5679
C 2.4303 2.7372 -0.1329
C 3.5951 3.5105 -0.1156
C 3.5286 4.8352 -0.4936
C 2.2989 5.3697 -0.8797
C 1.1540 4.5887 -0.8874
C 1.1732 3.2374 -0.5224
H -1.9291 -4.5937 1.7449
H -1.6476 -2.8806 1.4918
H -0.8043 -3.7196 2.7924
H -0.2348 -6.2633 1.1777
H 0.9661 -5.5011 2.2165
H 1.3426 -5.8413 0.5175
H -1.3230 -5.0524 -0.6757
H 0.2251 -4.4966 -1.3316
H -1.0422 -3.3302 -0.9385
H 2.6919 -4.2993 1.3701
H 4.3628 -2.5188 1.3581
H -0.3955 -1.4973 0.3400
H 4.5443 3.0828 0.1900
H 4.4172 5.4521 -0.4886
H 2.2434 6.4111 -1.1747
H 0.2164 5.0451 -1.1886
C -1.1329 2.8068 -4.1907
O -1.5661 2.3539 -2.9148
C -0.6965 1.5549 -2.1986
C 0.1567 0.6051 -3.0025
H -1.0206 1.9822 -4.8976
H -0.1849 3.3462 -4.1109
H -1.9024 3.4838 -4.5544
H -0.4675 -0.0477 -3.6235
H 0.7426 -0.0377 -2.3418
H 0.8627 1.1241 -3.6590
C -1.6892 3.2664 0.6053
C -2.2784 2.0543 1.0922
C -2.9266 1.1685 0.1962
C -3.4038 -0.0689 0.6319
C -3.2183 -0.4752 1.9412
C -2.5040 0.3554 2.8291
C -2.0359 1.5712 2.4116
C -3.7895 -1.7050 2.4077
N -4.2516 -2.6882 2.7864
H -1.2787 3.9596 1.3292
H -2.1784 3.7322 -0.2501
H -3.1792 1.5060 -0.8018
H -3.9549 -0.7015 -0.0522
H -2.3469 0.0299 3.8490
H -1.5079 2.2132 3.1063
*
```

Summary:
**Energy above the lowest of the compared OMol25 structures with the same formula, charge and spin**: 3.6 kcal/mol
**HOMO-LUMO gap (alpha / beta)**: 6.2 / 6.2 eV

natural (NBO) population analysis, charges in e, atoms 1 to 8: 1.4459, -0.5895, -0.1111, -0.6067, -0.5943, 0.1196, -0.2339, -0.2018

[4]
The following is a DFT calculation (wB97M-V/def2-TZVPD) of a 8-piece molecular cluster, C28H28N4O16 overall at a distorted geometry.

ORCA input file:
```
! RIJCOSX wB97M-V def2-TZVPD def2/J DEFGRID3
* xyz 0 1
C 10.4679 -11.6527 5.9532
N 11.1490 -12.8689 5.3663
O 11.0470 -13.0081 4.1860
O 11.7433 -13.6948 6.0665
H 9.5403 -11.4798 5.4039
H 11.1450 -10.8327 5.8045
H 10.2347 -11.8484 6.9860
C 14.8109 -15.7318 4.9690
N 14.6524 -17.1979 4.7440
O 15.5094 -17.9571 5.1266
O 13.6922 -17.5136 4.0644
H 13.8981 -15.2362 5.3347
H 15.1832 -15.2568 4.0735
H 15.6444 -15.6402 5.6974
C 16.2089 -18.3709 0.9412
N 16.6492 -19.0599 -0.3420
O 17.7570 -19.5940 -0.4130
O 15.8195 -19.0513 -1.2217
H 15.3815 -17.7036 0.6856
H 17.0250 -17.6722 1.1972
H 15.9801 -19.1173 1.7823
C 11.8757 -15.6767 2.1757
N 13.1006 -15.4251 1.3718
O 13.7391 -14.4298 1.4725
O 13.4472 -16.3275 0.6384
H 11.8887 -15.0238 3.0431
H 11.8714 -16.6734 2.5026
H 11.0547 -15.5006 1.4875
C 11.9711 -11.3088 -2.4186
C 11.5735 -12.4916 -2.0085
C 11.7192 -12.8806 -0.5640
O 11.4116 -13.9940 -0.1960
C 12.3582 -11.9199 0.3763
C 12.7826 -10.7185 -0.0449
C 12.6557 -10.3604 -1.4872
O 12.9851 -9.2641 -1.8558
H 11.8607 -10.9356 -3.4346
H 11.1476 -13.2488 -2.5940
H 12.2958 -12.0687 1.4881
H 13.1816 -10.0421 0.7489
C 16.9312 -11.9470 3.0508
C 15.6782 -11.3708 2.9873
C 14.9026 -11.2040 4.2861
O 13.8358 -10.6550 4.3903
C 15.4864 -11.9219 5.5195
C 16.7581 -12.3158 5.5317
C 17.6044 -12.3298 4.2701
O 18.7273 -12.7524 4.2488
H 17.5046 -12.1799 2.1382
H 15.1913 -11.1314 2.0186
H 14.7783 -11.9792 6.3635
H 17.1817 -12.7056 6.4583
C 16.4502 -11.6899 -2.5415
C 15.9349 -12.2738 -3.6420
C 14.8651 -13.2951 -3.4780
O 14.0957 -13.4815 -4.3641
C 14.7421 -14.0518 -2.1667
C 15.3224 -13.5745 -1.0785
C 16.1278 -12.2853 -1.1684
O 16.5196 -11.7535 -0.1619
H 17.2040 -10.8798 -2.4618
H 16.1693 -11.9448 -4.6553
H 14.2009 -14.9573 -2.1527
H 15.1884 -14.0181 -0.0592
C 11.7262 -17.5994 -1.9905
C 12.9006 -17.6183 -2.6705
C 13.1033 -16.8106 -3.9036
O 14.2177 -16.7481 -4.4004
C 11.9277 -16.0004 -4.4448
C 10.7368 -16.0397 -3.7816
C 10.5877 -16.7413 -2.4687
O 9.6236 -16.5419 -1.7866
H 11.6411 -17.8656 -0.9543
H 13.8277 -18.0372 -2.2686
H 12.0753 -15.5008 -5.4157
H 9.8698 -15.5709 -4.1363
*
```

Summary:
**HOMO-LUMO gap**: 8.3 eV

Mulliken population analysis, charges in e, atoms 1 to 8: -0.7863, 0.9163, -0.4575, -0.5695, 0.3020, 0.2728, 0.3093, -0.5861

[5]
The following is a DFT calculation (wB97M-V/def2-TZVPD) of C28H28NO2P2V as an isolated structure.

ORCA input file:
```
! RIJCOSX wB97M-V def2-TZVPD def2/J DEFGRID3
* xyz 2 3
V -1.9446 1.4031 0.9166
N -2.6749 2.8374 -0.5711
C -3.9624 3.3895 -0.0420
C -4.5328 2.4463 1.0033
O -5.6635 2.2763 1.2668
O -3.4857 1.7593 1.6423
H -2.0367 3.5983 -0.7957
H -2.8554 2.3779 -1.4622
H -4.6953 3.5429 -0.8300
H -3.7691 4.3479 0.4401
C 0.1893 1.1802 -0.2410
C 0.7729 0.0377 0.5938
P -0.6617 -0.5794 1.5332
C -1.6245 -1.5521 0.3631
C -1.0356 -2.3348 -0.6347
C -1.8374 -2.9769 -1.5619
C -3.2220 -2.8399 -1.5105
C -3.8157 -2.0622 -0.5281
C -3.0186 -1.4111 0.4054
C -0.2661 -1.4202 3.0545
C 0.9665 -1.2245 3.6777
C 1.2324 -1.8699 4.8745
C 0.2739 -2.6955 5.4458
C -0.9550 -2.8863 4.8252
C -1.2318 -2.2495 3.6292
P 1.1256 1.9113 -1.7287
C 2.7747 2.1235 -0.9863
C 3.9039 1.9387 -1.7856
C 5.1659 2.2334 -1.2921
C 5.3158 2.7195 -0.0014
C 4.1980 2.9219 0.7956
C 2.9350 2.6337 0.3013
C 1.2209 0.3518 -2.6705
C 0.2717 0.1762 -3.6772
C 0.2155 -1.0110 -4.3966
C 1.1201 -2.0254 -4.1236
C 2.0845 -1.8546 -3.1356
C 2.1366 -0.6736 -2.4129
H -0.0118 2.0830 0.3876
H -0.7250 0.8699 -0.8022
H 1.5593 0.4109 1.2490
H 1.2039 -0.7278 -0.0496
H 0.0388 -2.4550 -0.6891
H -1.3836 -3.5922 -2.3272
H -3.8384 -3.3490 -2.2394
H -4.8922 -1.9691 -0.4796
H -3.4947 -0.8396 1.1991
H 1.7234 -0.5859 3.2407
H 2.1889 -1.7303 5.3588
H 0.4866 -3.1976 6.3799
H -1.6945 -3.5351 5.2737
H -2.1859 -2.4114 3.1423
H 3.8042 1.5649 -2.7972
H 6.0337 2.0859 -1.9207
H 6.3011 2.9500 0.3803
H 4.3089 3.3162 1.7969
H 2.0754 2.8337 0.9351
H -0.4135 0.9819 -3.9178
H -0.5137 -1.1298 -5.1869
H 1.0942 -2.9415 -4.6993
H 2.8070 -2.6373 -2.9437
H 2.9136 -0.5345 -1.6708
*
```

Summary:
**Energy above the lowest of the compared OMol25 structures with the same formula, charge and spin**: 0.0 kcal/mol
**HOMO-LUMO gap (alpha / beta)**: 5.5 / 6.2 eV
**⟨S²⟩**: 2.044

natural (NBO) population analysis, charges in e, atoms 1 to 8: 1.4218, -0.8882, -0.3483, 0.7649, -0.4178, -0.6858, 0.4258, 0.4171

[6]
The following is a DFT calculation (wB97M-V/def2-TZVPD) of C28H29BF11InN6O4S5 as an isolated structure.

ORCA input file:
```
! RIJCOSX wB97M-V def2-TZVPD def2/J DEFGRID3
* xyz -2 1
In 0.5984 0.3127 -0.1837
F -4.1517 0.7716 4.2041
C -3.2572 1.6264 4.7009
F -3.7094 2.8726 4.4757
F -3.2043 1.4494 6.0259
S -1.5940 1.4521 3.9174
O -1.8098 1.7162 2.5254
O -0.7557 2.3481 4.6623
N -1.4032 -0.0728 4.2692
S -0.1018 -0.8774 3.9667
O 0.5157 -0.6037 2.6948
O -0.2889 -2.2459 4.3527
C 1.1092 -0.2248 5.2373
F 1.9605 -1.1954 5.6138
F 0.4744 0.1838 6.3423
F 1.8250 0.7906 4.7669
C 2.1111 -3.0008 0.9914
N 2.9338 -1.9824 1.6218
C 3.2883 -1.9494 2.9503
C 3.9082 -0.7662 3.1558
N 3.9321 -0.0763 1.9661
B 4.6510 1.2962 1.8351
N 3.9714 2.2844 0.8182
C 4.7363 3.0477 -0.0258
C 3.9378 3.9638 -0.6232
N 2.6715 3.7455 -0.1440
C 1.5100 4.5572 -0.4440
C 2.7002 2.7054 0.7178
S 1.3088 2.0749 1.5120
C 3.3516 -0.8386 1.0298
S 3.0996 -0.4682 -0.6266
H 1.4974 -3.4628 1.7631
H 2.7345 -3.7515 0.5028
H 1.4553 -2.5386 0.2496
H 3.0009 -2.7285 3.6327
H 4.2923 -0.3280 4.0577
H 4.6375 1.7919 2.9393
H 5.7842 1.1438 1.4283
H 5.7871 2.8571 -0.1377
H 4.1429 4.7138 -1.3647
H 1.6030 4.9306 -1.4613
H 1.4404 5.3834 0.2658
H 0.6210 3.9375 -0.3757
F -3.7722 1.9076 -5.5525
C -2.6555 1.8930 -4.8045
C -2.7298 1.7899 -3.4274
F -3.9265 1.7195 -2.8345
C -1.5701 1.7853 -2.6738
F -1.7126 1.7312 -1.3396
C -0.2959 1.8706 -3.2346
S 1.1786 1.8168 -2.3076
C -0.2684 1.9846 -4.6261
F 0.9041 2.0829 -5.2726
C -1.4117 1.9974 -5.4008
F -1.3248 2.1085 -6.7384
C 0.9046 -3.7104 -2.5720
C -0.0632 -2.8651 -3.4058
C 0.6601 -1.6470 -3.9747
C -1.3478 -2.5327 -2.6673
C -2.5132 -3.0998 -3.1492
C -3.7552 -2.8575 -2.5747
C -3.7903 -2.0178 -1.4743
C -2.6550 -1.4366 -0.9259
C -2.8250 -0.6598 0.3604
C -2.8602 -1.6290 1.5423
C -4.0530 0.2506 0.3705
C -1.3594 -1.6953 -1.4904
N -0.1496 -1.3154 -1.0339
H 1.7079 -4.1081 -3.2013
H 0.3857 -4.5494 -2.1018
H 1.3493 -3.0939 -1.7917
H -0.3748 -3.4740 -4.2650
H 1.0601 -1.0265 -3.1766
H -0.0212 -1.0344 -4.5720
H 1.4851 -1.9645 -4.6204
H -2.4449 -3.7395 -4.0261
H -4.6590 -3.3030 -2.9730
H -4.7469 -1.8165 -1.0026
H -1.9516 -0.0129 0.4982
H -3.6920 -2.3293 1.4163
H -2.9879 -1.1072 2.4911
H -1.9374 -2.2099 1.5896
H -4.9823 -0.3260 0.3860
H -4.0718 0.8968 -0.5087
H -4.0417 0.8812 1.2596
*
```

Summary:
**Energy above the lowest of the compared OMol25 structures with the same formula, charge and spin**: 7.9 kcal/mol
**HOMO-LUMO gap**: 5.3 eV

Mulliken population analysis, charges in e, atoms 1 to 8: 0.2973, -0.2109, 0.3432, -0.2375, -0.2246, 1.0837, -0.5480, -0.6510

[7]
The following is a DFT calculation (wB97M-V/def2-TZVPD) of C28H29BN11OPr as an isolated structure at a distorted geometry.

ORCA input file:
```
! RIJCOSX wB97M-V def2-TZVPD def2/J DEFGRID3
* xyz 1 4
Pr 0.3355 -0.2102 -1.0582
C -3.2263 -3.0055 0.1084
C -1.8618 -2.7671 -0.0453
N -1.6377 -1.4794 -0.2990
N -2.8465 -0.8726 -0.3288
C -3.8159 -1.7751 -0.1009
B -2.9524 0.5611 -0.9217
N -2.1805 1.5810 -0.0505
C -2.5879 2.7946 0.3544
C -1.5390 3.4204 0.9974
C -0.4951 2.5020 0.9268
N -0.8859 1.3943 0.2936
N -2.2387 0.4928 -2.3049
C -2.6716 -0.1250 -3.4213
C -1.7518 0.0912 -4.4243
C -0.7521 0.8535 -3.8236
N -1.0443 1.0971 -2.5410
N -4.4038 0.9669 -1.0275
C -5.2758 1.1363 0.0077
C -6.5074 1.4039 -0.5235
C -6.2963 1.3744 -1.9186
N -5.0375 1.1131 -2.2085
H -3.7189 -3.9388 0.3166
H -1.0399 -3.4634 0.0142
H -4.8585 -1.5023 -0.0919
H -3.5860 3.1505 0.1615
H -1.5319 4.3987 1.4442
H 0.5098 2.5860 1.3143
H -3.6001 -0.6652 -3.4425
H -1.8052 -0.2487 -5.4439
H 0.1327 1.2861 -4.2626
H -4.9467 1.0559 1.0327
H -7.4273 1.5971 0.0013
H -7.0088 1.5376 -2.7105
C -1.0156 -0.8122 2.8778
C 0.2735 -1.5009 2.4084
C 1.5008 -0.7931 2.9262
C 1.7290 -0.7715 4.2903
C 2.8443 -0.1402 4.8193
C 3.7387 0.4987 3.9764
C 3.5742 0.4852 2.6004
C 4.5339 1.3066 1.7652
C 5.9695 0.7663 1.7718
C 2.4524 -0.1985 2.0657
N 2.2695 -0.3037 0.6832
C 3.3032 -0.6776 -0.0313
C 3.3639 -0.5730 -1.4339
C 4.4173 -1.0502 -2.2807
C 4.1299 -0.6000 -3.5290
C 2.9081 0.1513 -3.4086
N 2.4434 0.1690 -2.1755
H -1.8875 -1.2776 2.4176
H -1.0024 0.2425 2.6109
H -1.1174 -0.8926 3.9595
H 0.3001 -1.5486 1.3194
H 0.2746 -2.5321 2.7667
H 1.0247 -1.2634 4.9493
H 3.0087 -0.1372 5.8885
H 4.5814 1.0325 4.3982
H 4.5441 2.3157 2.1825
H 4.1867 1.3964 0.7373
H 6.3351 0.6486 2.7904
H 6.6298 1.4587 1.2504
H 6.0342 -0.2039 1.2760
H 4.1811 -1.0962 0.4586
H 5.2550 -1.6492 -1.9596
H 4.6852 -0.7607 -4.4386
H 2.3936 0.6618 -4.2099
O 0.1226 -3.7276 -4.0874
C 0.2320 -2.9043 -3.2535
N 0.3362 -2.0602 -2.4061
*
```

Summary:
**Energy above the lowest of the compared OMol25 structures with the same formula, charge and spin**: 6.9 kcal/mol
**HOMO-LUMO gap (alpha / beta)**: 7.8 / 5.2 eV
**⟨S²⟩**: 3.808

Mulliken population analysis, charges in e, atoms 1 to 8: 0.6135, -1.3857, -0.6884, 0.4283, 1.2978, -0.3463, 0.1587, 0.6841